# 1
Formula: CH5P
Source: OMol25
Level of theory: ωB97M-V/def2-TZVPD

Output
HOMO-LUMO gap   10.3 eV
E_LUMO   0.8 eV
Maximum force   0.120 hartree/bohr
Total energy   -10404.030 eV
Net charge   0

Each line ends with the natural charge from an NBO analysis.
Geometry (Å):
C: -0.606960 -0.445766 -0.008829  -0.7828
P: 0.701369 0.830278 -0.430291  0.2944
H: -0.422998 -1.215783 0.643583  0.2013
H: -0.883774 -0.745824 -0.950512  0.1965
H: -1.617047 0.555185 0.581980  0.1721
H: 1.962362 0.001402 -0.705023  -0.0330
H: 0.867050 1.020508 0.869092  -0.0484

Forces on the atoms, in the same order (eV/Å):
-1.7 5.9 0.9
0.5 -1.4 -1.7
0.4 -1.5 1.7
-1.7 -1.0 -1.9
2.8 -3.4 -1.9
-1.5 0.8 0.6
1.1 0.7 2.2

# 2
Formula: C3H4N2OS2
Source: OMol25
Level of theory: ωB97M-V/def2-TZVPD

Output
HOMO-LUMO gap   8.3 eV
E_LUMO   -1.0 eV
Maximum force   0.091 hartree/bohr
Total energy   -29868.221 eV
Net charge   0

Each line ends with the natural charge from an NBO analysis.
Geometry (Å):
C: 0.513059 0.282846 1.269752  0.0646
C: -0.548537 0.082724 0.135661  0.1100
C: -0.264739 -1.193899 -0.982782  0.3463
H: 4.172673 0.301568 0.445499  0.1621
H: -0.036699 0.086098 2.093199  0.1878
H: -0.752683 -1.374023 -2.004639  0.1718
H: -3.501319 1.414809 -0.499553  0.1467
N: 1.736567 0.535060 1.236885  -0.4850
N: -1.495717 0.888590 0.108757  -0.4809
O: 0.575558 -1.972020 -0.606045  -0.4825
S: 2.459522 0.692519 -0.350179  0.1428
S: -2.857686 0.255728 -0.846554  0.1164

Forces on the atoms, in the same order (eV/Å):
-0.7 -0.3 -4.1
2.7 -1.5 -2.0
0.8 0.0 2.0
-3.6 0.9 -2.0
-0.9 -0.2 3.5
0.1 0.9 1.2
-0.2 -0.9 -0.6
0.7 0.0 -1.1
-1.8 -0.9 -0.3
-0.8 0.5 -0.6
3.5 -0.8 3.0
0.1 2.2 0.8

# 3
Formula: C34H93BrNO20
Source: OMol25
Level of theory: ωB97M-V/def2-TZVPD

Output
HOMO-LUMO gap   6.2 eV
E_LUMO   -4.3 eV
Maximum force   0.033 hartree/bohr
Total energy   -149232.065 eV
Net charge   +1

Each line ends with the Mulliken charge.
Geometry (Å):
C: 2.889205 0.846122 -0.125735  0.2369
C: 3.764434 1.675171 -0.223003  -1.1321
C: 4.900319 2.590599 0.035520  0.4850
C: 6.211693 2.265275 -0.265630  -0.8245
N: 7.211067 3.161236 0.045812  0.0982
C: 6.971177 4.339488 0.633324  -0.4548
C: 5.660519 4.767344 0.947060  -0.0503
C: 5.337047 6.050600 1.558270  -0.7936
C: 4.010539 6.353004 1.807268  -1.0287
C: 2.889448 5.463512 1.497862  0.3952
C: 1.428888 5.890314 1.782896  -0.7380
C: 0.385432 5.045089 0.977089  -0.7147
C: -0.197853 3.927137 1.913803  -0.8954
Br: -1.319832 2.661644 0.915532  -0.2168
C: 3.193882 4.205795 0.932207  -0.0724
C: 4.557733 3.883550 0.653850  0.6567
H: 2.113599 0.137095 0.161244  0.6433
H: 6.408837 1.288284 -0.733535  0.5775
H: 8.158566 2.880867 -0.194525  0.3153
H: 7.842536 4.980787 0.849565  0.4387
H: 6.165423 6.746146 1.805818  0.6329
H: 3.783521 7.325271 2.271404  0.5314
H: 1.365906 6.950324 1.448703  0.4711
H: 1.176810 5.806551 2.859459  0.3706
H: 0.806587 4.632590 0.041865  0.6118
H: -0.479375 5.701896 0.739930  0.2859
H: 0.646754 3.379786 2.379496  0.3894
H: -0.799679 4.435129 2.692705  0.5254
H: 2.365808 3.511494 0.724164  0.2793
C: -3.986390 0.970060 -1.763825  -0.5856
O: -3.156816 -0.074002 -1.260706  -0.3509
H: -4.848010 0.523565 -2.254610  0.2072
H: -4.325755 1.601008 -0.938382  0.2679
H: -3.426796 1.567796 -2.486572  0.2686
H: -2.402314 0.343976 -0.832042  0.1869
C: -4.781774 -3.388091 -1.630527  -0.5515
O: -3.458951 -2.854847 -1.656733  -0.4497
H: -4.839878 -4.208727 -2.342209  0.1773
H: -5.013801 -3.760977 -0.630075  0.2850
H: -5.495964 -2.612234 -1.912305  0.1968
H: -3.428360 -2.128849 -1.022780  0.1986
C: -1.177441 6.512424 -2.038107  -0.5601
O: -0.039333 7.182765 -1.500792  -0.4819
H: -2.074477 6.988620 -1.648459  0.2296
H: -1.175373 6.586331 -3.127552  0.3168
H: -1.169420 5.459980 -1.739325  0.2130
H: 0.741342 6.748171 -1.857884  0.2821
C: -8.507952 -2.225389 -2.499935  -0.7552
O: -7.784839 -3.306206 -3.099068  -0.4744
H: -8.274070 -1.306402 -3.035074  0.3376
H: -9.580459 -2.417774 -2.564644  0.3439
H: -8.215030 -2.118618 -1.456284  0.3242
H: -8.009223 -4.102450 -2.608204  0.2479
C: 8.913413 -0.721996 -2.258889  -0.4608
O: 7.860842 0.239251 -2.405126  -0.4822
H: 9.254037 -0.713822 -1.226662  0.0886
H: 8.543299 -1.717873 -2.507527  0.3344
H: 9.746101 -0.461382 -2.913434  0.2682
H: 7.576535 0.214281 -3.324142  0.2684
C: 12.194808 -1.390637 0.310753  -0.5817
O: 11.828395 -1.888008 -0.968221  -0.4299
H: 11.290423 -1.250324 0.901588  0.1981
H: 12.847409 -2.104982 0.818864  0.2875
H: 12.709381 -0.430535 0.207057  0.2688
H: 12.642905 -2.004966 -1.473984  0.2895
C: 8.033132 8.317041 3.718744  -0.4609
O: 7.651207 7.824145 2.428377  -0.5381
H: 7.137600 8.458236 4.317621  0.0838
H: 8.686998 7.595407 4.212626  0.3101
H: 8.547609 9.272334 3.611299  0.2640
H: 8.458650 7.708771 1.917003  0.2653
C: -9.549670 -2.990005 -6.134711  -0.5345
O: -8.172235 -2.763901 -5.883605  -0.5206
H: -9.705964 -3.020782 -7.211569  0.2506
H: -9.858724 -3.945418 -5.699627  0.2328
H: -10.148500 -2.179119 -5.708404  0.2244
H: -8.056877 -2.740787 -4.923063  0.2948
C: 13.641246 -2.272292 -4.648993  -0.5486
O: 13.798918 -1.839654 -3.299388  -0.4925
H: 12.632829 -2.660799 -4.771642  0.2241
H: 13.788852 -1.431312 -5.330076  0.2552
H: 14.361039 -3.061647 -4.874882  0.2684
H: 14.694833 -1.500170 -3.209854  0.2784
C: -3.718272 -4.321820 -5.066970  -0.6006
O: -2.339324 -4.082459 -4.801258  -0.5086
H: -3.865742 -4.364861 -6.144034  0.3008
H: -4.020279 -5.274850 -4.621418  0.2465
H: -4.317477 -3.507851 -4.652043  0.2246
H: -2.236353 -4.047338 -3.842423  0.3163
C: 5.217612 10.242175 5.761123  -0.5404
O: 6.596347 10.482596 6.019947  -0.5043
H: 5.072462 10.189254 4.683302  0.1763
H: 4.910344 9.294860 6.213276  0.2638
H: 4.612489 11.056696 6.165300  0.3178
H: 6.702997 10.526186 6.975366  0.3008
C: 4.866029 -1.604244 1.874319  -0.5573
O: 4.429750 -0.495197 2.654870  -0.4925
H: 4.988067 -2.468219 2.524271  0.3023
H: 4.120172 -1.833407 1.108650  0.2419
H: 5.824226 -1.369957 1.402733  0.2624
H: 4.330609 0.250894 2.054219  0.2131
C: -11.420880 -0.961995 -0.612166  -0.4321
O: -10.032989 -0.734484 -0.372852  -0.4540
H: -11.590874 -0.995709 -1.686745  0.2554
H: -11.716209 -1.914022 -0.167786  0.1345
H: -12.009243 -0.148840 -0.178988  0.3112
H: -9.910323 -0.710043 0.581108  0.2727
C: 2.670200 -2.293453 4.957475  -0.1451
O: 3.478346 -3.344607 5.479188  -0.5151
H: 1.828266 -2.732630 4.425049  0.1858
H: 2.296173 -1.673942 5.777298  0.2917
H: 3.257110 -1.683599 4.267891  -0.0748
H: 4.213921 -2.936187 5.945196  0.2916
C: 0.356590 -3.650794 -0.610080  -0.5757
O: -0.697913 -4.078297 -1.455839  -0.3639
H: 1.234491 -4.261590 -0.813180  0.2409
H: 0.595679 -2.600244 -0.809911  0.2250
H: 0.070120 -3.771992 0.438967  0.2788
H: -1.467688 -3.526138 -1.262319  0.3071
C: -6.386826 -5.893314 1.679908  -0.6406
O: -6.205261 -4.486798 1.513725  -0.4573
H: -6.717666 -6.313432 0.732875  0.2436
H: -5.443213 -6.359452 1.971201  0.2893
H: -7.144133 -6.085087 2.443658  0.2898
H: -5.912246 -4.136246 2.361353  0.2728
C: -1.187354 -7.174088 -4.756954  -0.2651
O: 0.126451 -6.630379 -4.774640  -0.5146
H: -1.233680 -7.999275 -5.465576  0.2867
H: -1.421449 -7.546036 -3.754841  0.2322
H: -1.907524 -6.408549 -5.047328  0.0103
H: 0.141184 -5.904717 -4.142038  0.2889
C: -2.464826 -0.713880 3.310961  -0.4050
O: -2.862318 0.402698 4.096619  -0.5105
H: -2.322180 -1.569552 3.967652  0.2867
H: -3.242886 -0.946813 2.578471  0.1936
H: -1.523849 -0.491697 2.799033  0.1580
H: -2.982779 1.146090 3.497048  0.2848
C: -12.625470 -5.237109 1.059963  -0.5537
O: -12.446566 -3.834089 0.902950  -0.4897
H: -12.974637 -5.649173 0.115502  0.2282
H: -11.676220 -5.707155 1.329704  0.2245
H: -13.368731 -5.435633 1.836103  0.2634
H: -12.137631 -3.490301 1.747853  0.2653
C: -8.852436 -2.818613 3.995597  -0.6119
O: -9.222657 -3.294218 2.706334  -0.3879
H: -9.755198 -2.681110 4.587050  0.2460
H: -8.205056 -3.546690 4.492510  0.2430
H: -8.331277 -1.861458 3.907348  0.2826
H: -8.408466 -3.409068 2.200033  0.2469

Forces on the atoms, in the same order (eV/Å):
0.1 0.3 0.5
1.0 -0.3 0.7
-0.9 0.5 -0.1
-1.5 -0.1 0.2
-0.6 -0.3 0.0
-0.1 0.5 0.1
-1.0 0.1 0.2
-0.1 -0.7 -0.3
-0.3 -0.2 -0.1
1.0 -0.7 0.0
0.5 -0.2 -1.1
-0.9 0.1 0.9
1.1 0.8 -0.3
0.3 0.4 0.4
0.2 1.6 0.7
0.3 -1.2 -0.5
0.5 0.5 -0.6
0.6 0.8 0.2
-0.1 0.2 0.1
-0.6 -0.5 -0.2
-0.8 -0.4 -0.1
0.1 -0.5 -0.3
-0.1 -0.6 0.5
0.4 0.3 -0.5
-0.3 0.3 0.5
0.7 -0.4 -0.2
-0.8 0.0 -0.2
0.2 -0.7 -0.4
0.9 0.2 0.0
0.2 0.1 0.1
0.1 0.0 0.2
0.1 -0.1 0.0
-0.1 0.1 -0.1
-0.2 0.1 0.0
0.0 -0.1 -0.1
0.1 0.2 0.3
0.3 -0.3 0.1
0.0 0.1 0.0
-0.2 -0.1 -0.1
-0.1 -0.2 -0.1
0.0 0.2 -0.4
0.3 -0.1 -0.1
0.0 0.0 0.2
0.1 0.0 0.0
-0.2 -0.1 0.0
-0.2 0.0 -0.1
0.0 0.1 0.0
0.0 -0.3 0.3
0.0 0.2 -0.1
0.1 -0.1 0.0
0.0 0.2 0.1
-0.2 0.2 0.0
0.0 0.0 -0.1
-0.1 0.0 -0.3
-0.1 0.2 0.2
0.0 0.0 0.0
0.1 -0.1 0.1
0.1 -0.1 0.1
0.0 0.0 0.1
0.2 -0.1 -0.4
-0.1 0.1 0.2
0.0 0.0 0.0
0.0 0.1 0.2
0.0 0.0 0.2
-0.1 0.0 -0.3
0.2 0.0 -0.1
0.2 -0.1 -0.1
0.0 0.0 -0.1
0.0 0.1 0.1
-0.1 0.0 0.2
-0.1 0.2 0.0
0.3 0.1 0.3
0.0 0.2 -0.1
0.0 0.0 0.0
-0.2 0.0 -0.1
-0.2 -0.1 -0.1
0.2 -0.3 -0.2
0.2 0.1 0.1
0.0 0.0 0.2
0.0 0.0 0.1
0.0 -0.1 -0.1
-0.1 0.0 -0.1
-0.1 0.0 0.1
0.3 0.1 0.4
0.0 0.0 0.0
0.1 0.0 0.0
-0.2 0.0 -0.1
-0.2 -0.1 -0.1
0.1 0.1 -0.1
0.2 0.0 0.3
0.0 -0.1 -0.1
0.1 0.0 0.0
-0.2 0.0 -0.1
-0.2 -0.1 -0.1
0.1 0.0 -0.1
-0.1 0.3 -0.1
0.1 0.1 0.1
-0.1 0.1 0.1
0.1 -0.2 -0.1
0.0 -0.2 -0.1
-0.1 0.0 0.1
0.1 -0.1 0.4
0.1 0.2 -0.1
0.1 0.0 0.0
-0.2 0.0 -0.2
-0.2 0.0 -0.1
0.0 -0.1 -0.1
0.4 0.1 0.2
-0.1 -0.1 -0.1
0.1 -0.1 0.1
-0.1 0.1 -0.1
-0.2 0.1 0.0
0.0 -0.1 0.0
-0.4 0.0 -0.1
0.2 0.1 0.1
0.0 0.0 0.0
0.2 0.0 0.1
0.2 0.1 0.1
-0.3 -0.2 -0.3
0.1 0.1 0.2
-0.2 0.2 0.0
0.0 0.1 0.0
-0.1 -0.1 0.0
0.0 -0.2 -0.1
0.1 0.0 -0.1
0.1 0.2 0.1
0.1 -0.1 0.0
0.1 0.0 0.0
-0.2 -0.1 -0.1
-0.1 -0.1 0.0
0.0 0.0 -0.1
-0.1 0.4 -0.1
0.0 0.0 0.1
0.0 0.1 0.1
0.1 -0.2 -0.1
0.0 -0.2 -0.1
0.0 0.0 0.1
0.1 0.2 0.2
-0.1 0.0 0.0
0.0 0.1 0.0
-0.1 -0.2 0.0
0.0 -0.2 0.0
0.1 0.0 -0.1
0.2 -0.1 -0.3
0.0 0.1 0.0
0.0 0.0 -0.1
0.0 0.1 0.2
0.0 0.0 0.2
-0.1 -0.1 -0.1

# 4
Formula: C5H11NO
Source: OMol25
Level of theory: ωB97M-V/def2-TZVPD

Output
<S²>   0.755
HOMO-LUMO gap (alpha / beta)   10.7 / 5.6 eV
E_LUMO (alpha / beta)   -4.4 / -9.5 eV
Maximum force   0.110 hartree/bohr
2S+1   2
Total energy   -8891.688 eV
Net charge   +1

Each line ends with the natural charge from an NBO analysis.
Geometry (Å):
C: -1.191243 -2.227610 -0.608363  -0.6106
C: -0.768168 -1.369662 0.573241  -0.4172
C: 0.573811 -0.698012 0.312933  -0.4101
C: 0.411843 0.678925 -0.354399  -0.4463
C: 0.860898 1.823219 0.541123  0.6564
N: 0.752129 3.100283 -0.011082  -0.7266
O: 1.352485 1.780817 1.652658  -0.0393
H: -2.153294 -2.726703 -0.537308  0.2386
H: -0.410963 -2.969844 -0.810859  0.2147
H: -1.315234 -1.640448 -1.526701  0.1963
H: -1.590239 -0.719174 0.875282  0.2087
H: -0.666661 -2.025750 1.445283  0.2319
H: 1.246384 -0.590097 1.156213  0.2222
H: 1.101250 -1.312848 -0.405207  0.2388
H: 0.974583 0.809378 -1.268217  0.2777
H: -0.627544 0.910446 -0.599461  0.2745
H: 1.234785 3.887892 0.423615  0.4429
H: 0.215178 3.289188 -0.858751  0.4474

Forces on the atoms, in the same order (eV/Å):
0.2 0.1 -0.9
-0.4 -1.0 0.9
-0.3 0.5 -0.8
-0.1 -0.4 0.9
-1.1 4.0 -3.8
0.5 -1.7 1.0
0.6 -0.9 1.6
0.0 -0.1 0.6
-0.3 0.0 0.0
0.3 0.2 0.0
0.2 0.5 -0.1
0.1 0.0 -0.1
-0.2 -0.2 0.4
0.2 -0.2 -0.1
0.4 0.1 -0.2
-0.1 0.0 0.1
-0.4 -0.4 0.0
0.2 -0.5 0.4

- net charge of number 2 (C3H4N2OS2)?
  0